[1]
ORCA calculation (wB97M-V/def2-TZVPD) on 2 unconnected molecules or ions with the total composition C6H9N in a non-equilibrium geometry.

Computed properties:
charge	0
highest occupied orbital energy	-7.706	eV
energy relative to the best compared isomer or geometry (same formula, charge and spin)	249.3	kJ/mol

Each line ends with the natural charge from an NBO analysis.
CARTESIAN COORDINATES (ANGSTROEM)
1 C -1.32781 1.50500 -0.18816  -0.647
2 C -0.10227 0.70110 -0.07398  0.129
3 C 0.05645 -0.65817 0.09162  -0.161
4 C -0.99504 -1.65186 0.16009  -0.547
5 C 1.45900 -0.91167 0.08187  -0.265
6 C 2.10644 0.25303 -0.13555  -0.087
7 N 1.14094 1.24003 -0.24543  -0.511
8 H -2.25550 0.92415 -0.08708  0.227
9 H -1.43718 2.02576 -1.15445  0.216
10 H -1.41363 2.29765 0.57365  0.215
11 H -0.82916 -2.60000 -0.36313  0.224
12 H -2.04092 -1.34836 0.09802  0.224
13 H -0.48900 -2.35287 1.36053  0.136
14 H 1.64299 -2.14998 0.39080  0.222
15 H 3.15678 0.49656 -0.18437  0.215
16 H 1.32790 2.22964 -0.32441  0.408

Forces on atoms 1 to 3 (eV/Å):
C -1.2 1.0 -0.1
C -0.1 -0.8 -0.3
C 0.2 1.8 -1.0

***

[2]
ORCA calculation (wB97M-V/def2-TZVPD) on 2 unconnected molecules or ions with the total composition C2H4N2O2 in a non-equilibrium geometry.

Computed properties:
charge	0
highest occupied orbital energy	-8.950	eV
energy relative to the best compared isomer or geometry (same formula, charge and spin)	284.7	kJ/mol

Each line ends with the natural charge from an NBO analysis.
CARTESIAN COORDINATES (ANGSTROEM)
1 C 0.16399 0.86595 -0.62695  0.264
2 C -1.23463 -0.87454 1.34054  0.864
3 N 1.40635 0.49998 -0.74306  -0.804
4 N -0.36252 -0.27875 1.90925  -0.786
5 O -0.54050 0.04881 -1.50837  -0.733
6 O -1.93163 -1.64180 0.83302  -0.524
7 H 2.25202 0.75403 -0.30048  0.404
8 H 1.60473 -0.28019 -1.42564  0.370
9 H -1.44532 0.30462 -1.57816  0.496
10 H 0.08750 0.60190 2.09985  0.449

Forces on atoms 1 to 3 (eV/Å):
C -1.4 0.3 -0.6
C 2.1 0.9 1.0
N 0.8 -2.8 -2.4